Entry from OMol25: 4 unconnected molecules or ions with the total composition C20H53BO13P3 in a non-equilibrium geometry (ωB97M-V/def2-TZVPD).

Calculated values
Total charge = -1

Geometry (Å):
B 6.520 -2.923 3.726
C 5.247 -3.531 2.819
C 3.881 -3.066 3.665
O 3.630 -1.633 3.380
H 6.315 -1.744 3.768
H 6.454 -3.311 4.849
H 7.578 -3.164 3.229
H 5.293 -2.999 1.760
H 5.316 -4.690 2.665
H 4.199 -3.147 4.807
H 2.961 -3.760 3.460
H 3.868 -1.441 2.411
O -2.714 2.171 2.564
P -1.213 1.815 2.699
O -1.249 1.763 4.366
C -2.289 1.077 5.050
C -1.996 -0.401 5.198
O -0.659 3.378 2.558
C -1.432 4.362 1.888
C -2.311 5.117 2.874
O 0.464 1.416 2.850
C 0.907 0.208 3.431
C 0.572 -0.991 2.572
H -3.259 1.223 4.573
H -2.362 1.525 6.049
H -1.877 -0.877 4.220
H -2.803 -0.910 5.731
H -1.069 -0.564 5.758
H -2.020 3.914 1.080
H -0.736 5.063 1.416
H -2.897 4.445 3.506
H -2.993 5.788 2.346
H -1.689 5.715 3.550
H 0.530 0.106 4.446
H 1.996 0.282 3.523
H -0.491 -1.026 2.324
H 0.851 -1.915 3.091
H 1.124 -0.947 1.628
O 2.972 -1.206 -3.825
P 3.980 -1.205 -2.651
O 5.159 -2.027 -3.500
C 5.493 -1.652 -4.828
C 6.513 -0.533 -4.865
O 3.332 -2.527 -1.876
C 1.972 -2.886 -2.071
C 1.841 -3.901 -3.197
O 5.107 -1.204 -1.338
C 6.362 -0.561 -1.415
C 6.226 0.945 -1.462
H 4.613 -1.377 -5.411
H 5.923 -2.538 -5.310
H 6.134 0.360 -4.356
H 6.762 -0.261 -5.894
H 7.440 -0.829 -4.362
H 1.356 -1.999 -2.251
H 1.612 -3.334 -1.140
H 2.353 -3.578 -4.108
H 0.790 -4.085 -3.430
H 2.304 -4.850 -2.902
H 6.944 -0.949 -2.249
H 6.915 -0.837 -0.511
H 5.555 1.265 -2.263
H 7.208 1.406 -1.610
H 5.809 1.317 -0.522
O -4.290 0.734 -2.966
P -5.761 1.181 -2.781
O -5.815 0.758 -1.167
C -4.762 1.120 -0.285
C -4.938 2.518 0.270
O -6.435 -0.218 -3.378
C -5.710 -1.044 -4.278
C -4.955 -2.126 -3.522
O -7.404 1.681 -2.573
C -7.777 2.713 -1.686
C -7.295 4.068 -2.156
H -3.782 1.022 -0.754
H -4.784 0.404 0.546
H -4.962 3.259 -0.536
H -4.123 2.777 0.950
H -5.878 2.606 0.824
H -5.042 -0.445 -4.905
H -6.435 -1.514 -4.951
H -4.351 -1.719 -2.706
H -4.303 -2.684 -4.198
H -5.661 -2.828 -3.064
H -7.451 2.488 -0.672
H -8.872 2.721 -1.652
H -6.220 4.068 -2.351
H -7.525 4.830 -1.404
H -7.794 4.345 -3.090

=====

Entry from OMol25: a molecular structure, C3HNS3 in a non-equilibrium geometry (ωB97M-V/def2-TZVPD).

Calculated values
Relative energy (zero: lowest compared OMol25 entry of this formula, charge and spin) = 28.8 kcal/mol
Total charge = 0

Geometry (Å):
C 0.183 0.135 0.713
C -0.253 0.355 -0.696
C 0.863 0.445 -1.632
H -1.882 -0.553 1.499
N 1.512 0.534 -2.621
S -0.757 -0.230 2.077
S 1.752 -0.065 0.913
S -1.836 -0.255 -1.331

=====

| no. | lowest unoccupied orbital energy (eV) | DFT total energy (eV) |
| --- | --- | --- |
| 1 | -0.422 | -76755.713 |
| 2 | -3.154 | -37119.855 |